Density functional theory data (ωB97M-V/def2-TZVPD) for a structure of composition C14H50O11 at a distorted geometry.

```
! RIJCOSX wB97M-V def2-TZVPD def2/J DEFGRID3
* xyz 0 1
C -1.85 16.34 -13.25
C -1.82 16.08 -14.76
O -1.36 14.77 -15.03
H -1.99 17.41 -13.07
H -0.88 16.11 -12.79
H -2.58 15.68 -12.78
H -1.14 16.74 -15.29
H -2.81 16.23 -15.19
H -2.00 14.11 -14.76
C -1.74 21.70 -13.53
C -1.72 20.84 -14.81
O -3.01 20.69 -15.20
H -0.89 21.54 -12.87
H -2.63 21.53 -12.92
H -1.66 22.77 -13.76
H -1.37 19.87 -14.48
H -1.11 21.26 -15.60
H -3.30 21.55 -15.52
C -4.58 18.34 -14.07
C -4.37 19.78 -13.53
O -3.05 19.93 -13.17
H -4.37 17.54 -13.37
H -3.89 18.20 -14.91
H -5.55 18.26 -14.56
H -5.05 20.05 -12.72
H -4.56 20.50 -14.33
H -2.69 20.53 -13.82
C 0.38 17.23 -12.97
C 0.81 17.90 -11.68
O 2.25 17.80 -11.61
H 0.81 17.76 -13.83
H -0.71 17.22 -13.08
H 0.78 16.22 -13.08
H 0.27 17.35 -10.92
H 0.45 18.92 -11.66
H 2.57 18.34 -10.88
C -3.83 18.06 -11.86
C -3.95 17.50 -10.51
O -2.66 17.48 -9.96
H -4.76 18.00 -12.42
H -3.05 17.59 -12.46
H -3.55 19.11 -11.77
H -4.41 16.51 -10.47
H -4.65 18.15 -9.97
H -2.59 16.68 -9.44
C -2.33 20.45 -11.11
C -3.67 21.19 -10.82
O -4.33 20.53 -9.73
H -1.60 20.51 -10.31
H -1.89 20.89 -12.00
H -2.58 19.39 -11.20
H -4.35 21.20 -11.68
H -3.39 22.21 -10.57
H -5.27 20.70 -9.83
C 1.29 19.38 -14.82
C 0.86 19.89 -13.42
O 0.86 21.32 -13.44
H 2.17 19.87 -15.22
H 0.46 19.46 -15.53
H 1.56 18.33 -14.72
H 1.49 19.51 -12.61
H -0.14 19.50 -13.26
H 0.68 21.59 -12.54
O -0.18 20.59 -11.96
H -0.82 20.03 -12.39
H -0.09 20.23 -11.08
O -1.11 18.19 -10.99
H -1.20 18.54 -11.88
H -2.00 18.17 -10.65
O -1.69 19.01 -12.54
H -2.62 19.11 -12.76
H -1.25 18.89 -13.38
O -0.89 18.60 -14.25
H -0.16 18.09 -14.61
H -1.56 18.58 -14.94
*
```

Calculated values
maximum force: 16.777 eV/Å
energy relative to the best compared isomer or geometry (same formula, charge and spin): 48.094 eV
frontier orbital gap: 7.11 eV
E_HOMO: -6.92 eV

Löwdin atomic charge list, values in e, 6 entries: atom 1 (C): -0.11, atom 2 (C): -0.24, atom 3 (O): -0.04, atom 4 (H): 0.07, atom 5 (H): 0.08, atom 6 (H): 0.13